The following is a DFT calculation (the ωB97M-V functional and the def2-TZVPD basis) of a 7-piece molecular cluster, C33H55F6NO26S6Si overall.

Each atom is followed by the atoms it is bonded to, with distances in Å.
CARTESIAN COORDINATES (ANGSTROEM)
1 C -0.21345 -2.32429 0.28492  Si2 1.902, H32 1.093, H33 1.082, H34 1.094
2 Si -0.31939 -2.25071 2.18221  C1 1.902, C3 1.885, C4 1.906, C26 1.898
3 C 1.05679 -3.35771 2.84220  Si2 1.885, H35 1.093, H36 1.094, H37 1.093
4 C -0.22905 -0.45424 2.81162  Si2 1.906, C5 1.552, H38 1.093, H39 1.093
5 C 0.56124 0.53086 1.90979  C4 1.552, C6 1.538, H40 1.086, H41 1.095
6 C -0.37285 1.64698 1.41382  C5 1.538, C7 1.549, H42 1.093, H43 1.094
7 C 0.28956 2.56476 0.35619  C6 1.549, C8 1.552, H44 1.090, H45 1.092
8 C 1.03026 3.71443 1.09071  C7 1.552, C9 1.549, H46 1.089, H47 1.093
9 C 1.33458 4.85171 0.08414  C8 1.549, C10 1.545, H48 1.092, H49 1.091
10 C 2.56562 4.44119 -0.75467  C9 1.545, C11 1.528, H50 1.090, H51 1.089
11 C 2.52261 5.08523 -2.13988  C10 1.528, C12 1.520, H52 1.090, H53 1.099
12 C 3.90070 5.26341 -2.75712  C11 1.520, O13 1.204, O14 1.411
13 O 4.90361 4.85066 -2.23436  C12 1.204
14 O 3.90037 5.99656 -3.96253  C12 1.411, C15 1.406
15 C 4.22390 5.22842 -5.09446  O14 1.406, F16 1.351, C17 1.555, C19 1.551
16 F 4.42475 3.92243 -4.81483  C15 1.351
17 C 5.46151 5.88058 -5.77304  C15 1.555, N18 1.472, H54 1.095, H55 1.087
18 N 6.58206 4.93719 -5.91350  C17 1.472, H56 1.016, H57 1.016
19 C 2.99549 5.33551 -6.03603  C15 1.551, F20 1.342, F21 1.351, C22 1.560
20 F 1.91409 4.82106 -5.43044  C19 1.342
21 F 2.75102 6.65281 -6.21063  C19 1.351
22 C 3.19887 4.73401 -7.46137  C19 1.560, F23 1.343, F24 1.335, F25 1.332
23 F 2.03868 4.18226 -7.85439  C22 1.343
24 F 4.14832 3.79684 -7.50370  C22 1.335
25 F 3.49416 5.66755 -8.36392  C22 1.332
26 C -2.05424 -2.90535 2.58515  Si2 1.898, C27 1.380, C31 1.370
27 C -2.45442 -4.10661 2.03649  C26 1.380, C28 1.363, H58 1.083
28 C -3.71195 -4.57064 2.28624  C27 1.363, C29 1.362, H59 1.086
29 C -4.59664 -3.88719 3.06344  C28 1.362, C30 1.373, H60 1.082
30 C -4.20676 -2.69940 3.63097  C29 1.373, C31 1.365, H61 1.085
31 C -2.94764 -2.23531 3.37840  C26 1.370, C30 1.365, H62 1.081
32 H -1.09211 -1.81199 -0.11477  C1 1.093
33 H 0.71152 -1.91829 -0.10148  C1 1.082
34 H -0.32658 -3.38098 0.02582  C1 1.094
35 H 1.30753 -3.16542 3.88851  C3 1.093
36 H 1.96692 -3.14314 2.27408  C3 1.094
37 H 0.85183 -4.42535 2.73300  C3 1.093
38 H -1.26913 -0.11914 2.83196  C4 1.093
39 H 0.11927 -0.44153 3.84730  C4 1.093
40 H 1.04159 0.05388 1.06004  C5 1.086
41 H 1.34633 1.01530 2.49959  C5 1.095
42 H -0.67009 2.23606 2.28470  C6 1.093
43 H -1.26959 1.18635 0.98777  C6 1.094
44 H 0.97702 1.94496 -0.22014  C7 1.090
45 H -0.48708 2.98622 -0.28481  C7 1.092
46 H 0.44178 4.05885 1.94018  C8 1.089
47 H 1.97967 3.31168 1.45344  C8 1.093
48 H 0.48930 4.96329 -0.59854  C9 1.092
49 H 1.51849 5.79021 0.60923  C9 1.091
50 H 2.61862 3.36208 -0.90200  C10 1.090
51 H 3.44976 4.73771 -0.19159  C10 1.089
52 H 1.82683 4.58774 -2.81627  C11 1.090
53 H 2.14295 6.10830 -2.00900  C11 1.099
54 H 5.19836 6.37442 -6.71408  C17 1.095
55 H 5.80310 6.67204 -5.11124  C17 1.087
56 H 7.37791 5.51929 -6.16049  N18 1.016
57 H 6.38605 4.36603 -6.73001  N18 1.016
58 H -1.81512 -4.71439 1.40831  C27 1.083
59 H -4.02892 -5.50332 1.82954  C28 1.086
60 H -5.60669 -4.22386 3.25648  C29 1.082
61 H -4.90915 -2.14520 4.24501  C30 1.085
62 H -2.67740 -1.29201 3.83294  C31 1.081
63 C 7.96091 6.90481 -9.83501  C64 1.514, O69 1.433, H70 1.092, H71 1.087
64 C 9.31233 6.22916 -9.93624  C63 1.514, O65 1.433, H72 1.086, H73 1.093
65 O 10.18437 7.05121 -9.15093  C64 1.433, S66 1.603
66 S 9.36559 7.68873 -7.92878  O65 1.603, O67 1.418, O68 1.413, O69 1.609
67 O 9.57980 6.89237 -6.77518  S66 1.418
68 O 9.56523 9.08793 -7.93633  S66 1.413
69 O 7.88852 7.37128 -8.48155  C63 1.433, S66 1.609
70 H 7.89560 7.76874 -10.49926  C63 1.092
71 H 7.13876 6.22491 -10.04377  C63 1.087
72 H 9.67273 6.16401 -10.95892  C64 1.086
73 H 9.29335 5.23086 -9.49285  C64 1.093
74 C 5.13179 -1.62839 -1.21668  C75 1.515, O80 1.434, H81 1.092, H82 1.087
75 C 5.91154 -0.86576 -0.16562  C74 1.515, O76 1.433, H83 1.087, H84 1.093
76 O 4.99541 -0.72644 0.92791  C75 1.433, S77 1.605
77 S 4.03507 -2.01121 0.98722  O76 1.605, O78 1.416, O79 1.413, O80 1.602
78 O 4.54458 -2.92152 1.94466  S77 1.416
79 O 2.69638 -1.55937 1.00960  S77 1.413
80 O 4.36134 -2.58199 -0.47371  C74 1.434, S77 1.602
81 H 4.44194 -0.97717 -1.75724  C74 1.092
82 H 5.77786 -2.13783 -1.92658  C74 1.087
83 H 6.23814 0.11049 -0.51320  C75 1.087
84 H 6.77565 -1.43586 0.18367  C75 1.093
85 C -5.33264 -8.00819 5.70625  C86 1.512, O91 1.435, H92 1.093, H93 1.079
86 C -5.19035 -7.80046 7.19735  C85 1.512, O87 1.433, H94 1.086, H95 1.093
87 O -4.00737 -7.00308 7.33648  C86 1.433, S88 1.609
88 S -3.86743 -6.02248 6.06844  O87 1.609, O89 1.416, O90 1.415, O91 1.606
89 O -4.38746 -4.75350 6.42139  S88 1.416
90 O -2.57323 -6.18764 5.52045  S88 1.415
91 O -4.93609 -6.75881 5.12245  C85 1.435, S88 1.606
92 H -4.65419 -8.78507 5.34543  C85 1.093
93 H -6.34405 -8.25197 5.41892  C85 1.079
94 H -5.08563 -8.73450 7.74182  C86 1.086
95 H -6.03391 -7.23649 7.60326  C86 1.093
96 C 1.78619 1.84090 -4.61984  C97 1.512, O102 1.432, H103 1.093, H104 1.084
97 C 0.92461 0.81027 -5.31486  C96 1.512, O98 1.434, H105 1.087, H106 1.092
98 O 1.44030 -0.44809 -4.86122  C97 1.434, S99 1.607
99 S 1.97494 -0.29683 -3.35339  O98 1.607, O100 1.413, O101 1.418, O102 1.605
100 O 0.97232 -0.74034 -2.46149  S99 1.413
101 O 3.30425 -0.78829 -3.29948  S99 1.418
102 O 2.01219 1.30708 -3.31041  C96 1.432, S99 1.605
103 H 2.75313 1.95120 -5.11666  C96 1.093
104 H 1.30407 2.80936 -4.54941  C96 1.084
105 H 0.98227 0.87835 -6.39778  C97 1.087
106 H -0.11913 0.88465 -5.00129  C97 1.092
107 C -7.24056 1.99146 5.08070  C108 1.514, O113 1.431, H114 1.092, H115 1.087
108 C -6.35189 2.27023 6.27445  C107 1.514, O109 1.431, H116 1.087, H117 1.092
109 O -5.85505 0.98426 6.65806  C108 1.431, S110 1.606
110 S -5.68609 0.06256 5.35337  O109 1.606, O111 1.414, O112 1.415, O113 1.607
111 O -4.33671 0.12124 4.93614  S110 1.414
112 O -6.36568 -1.15695 5.58388  S110 1.415
113 O -6.55924 0.96572 4.35200  C107 1.431, S110 1.607
114 H -8.21397 1.60457 5.39004  C107 1.092
115 H -7.38194 2.86780 4.45346  C107 1.087
116 H -6.88996 2.72983 7.09896  C108 1.087
117 H -5.50088 2.89793 6.00015  C108 1.092
118 C -11.26024 -9.84490 5.73957  C119 1.514, O124 1.434, H125 1.092, H126 1.087
119 C -10.66315 -8.86386 4.75338  C118 1.514, O120 1.434, H127 1.086, H128 1.092
120 O -9.65452 -8.17488 5.50368  C119 1.434, S121 1.601
121 S -9.01771 -9.16989 6.58497  O120 1.601, O122 1.421, O123 1.414, O124 1.602
122 O -7.81195 -9.70579 6.05877  S121 1.421
123 O -9.06284 -8.54483 7.85285  S121 1.414
124 O -10.14409 -10.30659 6.51203  C118 1.434, S121 1.602
125 H -11.96497 -9.35497 6.41425  C118 1.092
126 H -11.75056 -10.68140 5.24907  C118 1.087
127 H -11.39439 -8.16023 4.36606  C119 1.086
128 H -10.17808 -9.37916 3.92157  C119 1.092

The multiplicity is 1. Its SMILES is C[Si](C)(CCCCCCCCC(=O)O[C@](F)(CN)C(F)(F)C(F)(F)F)c1ccccc1.O=S1(=O)OCCO1.O=S1(=O)OCCO1.O=S1(=O)OCCO1.O=S1(=O)OCCO1.O=S1(=O)OCCO1.O=S1(=O)OCCO1. The calculated total energy comes out at -179027.1923 eV.

Results of the Mulliken charge analysis, in e, for atoms 1 through 8: atom 1 (C): -0.931, atom 2 (Si): 0.466, atom 3 (C): -0.541, atom 4 (C): -0.790, atom 5 (C): -0.097, atom 6 (C): -0.940, atom 7 (C): -0.252, atom 8 (C): -0.832

The following is a DFT calculation (the ωB97M-V functional and the def2-TZVPD basis) of a 10-piece molecular cluster, C33H55N10O9 overall.

Each atom is followed by the atoms it is bonded to, with distances in Å.
CARTESIAN COORDINATES (ANGSTROEM)
1 C 14.97265 -1.41713 85.19762  C2 1.514, H12 1.121, H13 1.183, H14 1.130
2 C 13.78965 -1.99808 85.94362  C1 1.514, C3 1.555, N7 1.397, C11 1.528
3 C 14.09891 -1.65865 87.42966  C2 1.555, C4 1.476, H15 1.239, H16 1.055
4 C 12.94843 -1.80719 88.34219  C3 1.476, C5 1.509, H17 1.204, H18 1.110
5 C 11.86335 -0.84754 87.91875  C4 1.509, C6 1.537, H19 1.150, H20 1.175
6 C 11.37954 -1.15463 86.49235  C5 1.537, N7 1.541, C9 1.591, C10 1.507
7 N 12.60632 -1.35054 85.58139  C2 1.397, C6 1.541, O8 1.247
8 O 12.35398 -1.09720 84.38701  N7 1.247
9 C 10.54420 0.09774 85.97624  C6 1.591, H21 0.956, H22 0.979, H23 1.149
10 C 10.55921 -2.41841 86.44889  C6 1.507, H24 0.928, H25 1.094, H26 1.135
11 C 13.73886 -3.50102 85.67307  C2 1.528, H27 0.979, H28 1.104, H29 1.173
12 H 14.98902 -1.44289 84.07732  C1 1.121
13 H 15.90795 -2.01928 85.59982  C1 1.183
14 H 15.17305 -0.30775 85.27118  C1 1.130
15 H 14.48627 -0.49372 87.60029  C3 1.239
16 H 15.04766 -2.09824 87.57077  C3 1.055
17 H 13.36130 -1.53888 89.44057  C4 1.204
18 H 12.58735 -2.82051 88.61674  C4 1.110
19 H 12.17942 0.22152 88.19916  C5 1.150
20 H 10.94505 -0.84568 88.65172  C5 1.175
21 H 11.15273 0.83100 85.90203  C9 0.956
22 H 9.77648 0.31167 86.54398  C9 0.979
23 H 10.00536 -0.18516 85.00111  C9 1.149
24 H 10.16509 -2.49894 85.61307  C10 0.928
25 H 9.79909 -2.41834 87.23545  C10 1.094
26 H 11.18658 -3.28254 86.83223  C10 1.135
27 H 14.54827 -3.95674 85.98287  C11 0.979
28 H 13.46856 -3.66120 84.61444  C11 1.104
29 H 13.02956 -4.05997 86.42222  C11 1.173
30 N 11.95236 0.60941 81.52897  C31 1.330, C34 1.387, H35 0.979
31 C 13.08784 1.23027 81.83533  N30 1.330, C32 1.567, H36 1.285
32 C 12.95609 2.35710 82.91657  C31 1.567, C33 1.381, H37 1.074
33 C 11.64282 2.19301 83.31128  C32 1.381, C34 1.590, H38 1.058
34 C 10.98021 1.06625 82.40688  N30 1.387, C33 1.590, H39 1.086
35 H 11.73734 0.04340 80.75926  N30 0.979
36 H 14.05102 0.75713 81.12833  C31 1.285
37 H 13.71868 2.92172 83.41894  C32 1.074
38 H 11.17332 2.52728 84.19812  C33 1.058
39 H 9.95545 0.73018 82.53248  C34 1.086
40 N 11.68442 0.01835 91.89096  C41 1.419, C44 1.404, H45 1.075
41 C 12.60895 0.93444 91.32475  N40 1.419, C42 1.523, H46 1.039
42 C 13.98392 0.34906 91.61676  C41 1.523, C43 1.550, H47 1.208
43 C 13.81347 -0.83554 92.60222  C42 1.550, C44 1.480, H48 1.144
44 C 12.33979 -0.95077 92.66684  N40 1.404, C43 1.480, H49 1.063
45 H 10.62652 0.12199 92.05117  N40 1.075
46 H 12.43750 1.92589 91.06714  C41 1.039
47 H 15.03032 0.81227 91.22962  C42 1.208
48 H 14.66210 -1.51662 92.95463  C43 1.144
49 H 11.80259 -1.76653 93.08592  C44 1.063
50 N 8.72467 -1.02203 92.10418  C51 1.406, C54 1.432, H55 0.989
51 C 8.73581 -0.53128 90.78620  N50 1.406, C52 1.523, H56 1.151
52 C 8.60294 0.97909 90.93433  C51 1.523, C53 1.530, H57 1.026
53 C 8.69712 1.29052 92.42974  C52 1.530, C54 1.479, H58 1.071
54 C 8.71937 -0.01540 93.12297  N50 1.432, C53 1.479, H59 1.059
55 H 8.96619 -1.98031 92.05973  N50 0.989
56 H 8.78448 -0.98857 89.73063  C51 1.151
57 H 8.49391 1.47327 90.04197  C52 1.026
58 H 8.66245 2.18272 93.02095  C53 1.071
59 H 8.77825 -0.32423 94.13400  C54 1.059
60 N 19.52503 0.45028 83.97804  C61 1.389, C64 1.357, H65 0.930
61 C 18.21056 0.02286 84.11899  N60 1.389, C62 1.510, H66 1.182
62 C 17.43002 0.92626 83.19499  C61 1.510, C63 1.446, H67 1.088
63 C 18.31865 1.94486 82.68190  C62 1.446, C64 1.511, H68 1.153
64 C 19.68920 1.51200 83.14822  N60 1.357, C63 1.511, H69 1.073
65 H 20.27130 0.03135 84.34240  N60 0.930
66 H 17.88553 -0.92107 84.75094  C61 1.182
67 H 16.38482 0.88625 82.89666  C62 1.088
68 H 18.07700 2.85903 82.02129  C63 1.153
69 H 20.68554 1.87240 82.97854  C64 1.073
70 N 15.78606 2.73170 87.26301  C71 1.401, C74 1.440, H75 0.924
71 C 14.95551 2.73512 88.39123  N70 1.401, C72 1.436, H76 1.163
72 C 13.58650 2.54776 87.99884  C71 1.436, C73 1.528, H77 1.160
73 C 13.69287 2.40848 86.48131  C72 1.528, C74 1.493, H78 1.047
74 C 15.11059 2.47270 86.01825  N70 1.440, C73 1.493, H79 0.992
75 H 16.68305 2.91892 87.37868  N70 0.924
76 H 15.40859 2.57978 89.45077  C71 1.163
77 H 12.62317 2.63703 88.63798  C72 1.160
78 H 12.90868 2.30032 85.79533  C73 1.047
79 H 15.37739 2.55605 85.06622  C74 0.992
80 C 17.62069 -1.41164 80.74910  N81 1.489, H84 1.044, H85 1.109, H86 1.035
81 N 16.39607 -1.75848 81.52133  C80 1.489, O82 1.222, O83 1.210
82 O 15.31179 -1.47061 81.03572  N81 1.222
83 O 16.54099 -2.50984 82.45840  N81 1.210
84 H 18.41164 -1.74490 81.34381  C80 1.044
85 H 17.49566 -0.31668 80.62678  C80 1.109
86 H 17.57964 -1.98802 79.88984  C80 1.035
87 C 5.25881 -0.37803 87.02680  N88 1.544, H91 1.207, H92 0.973, H93 1.168
88 N 6.79278 -0.27664 86.88104  C87 1.544, O89 1.221, O90 1.278
89 O 7.44505 -1.01602 87.60129  N88 1.221
90 O 7.12906 0.92484 86.60260  N88 1.278
91 H 4.73172 0.50021 86.38813  C87 1.207
92 H 4.87096 -0.43623 87.91719  C87 0.973
93 H 5.08061 -1.50958 86.80071  C87 1.168
94 C 8.53751 -7.20298 87.79708  N95 1.487, H98 1.214, H99 1.140, H100 1.026
95 N 9.88516 -6.69104 88.16288  C94 1.487, O96 1.283, O97 1.208
96 O 10.38163 -5.82382 87.35862  N95 1.283
97 O 10.41652 -7.17763 89.13232  N95 1.208
98 H 8.31495 -8.20536 88.44390  C94 1.214
99 H 8.71126 -7.39740 86.68756  C94 1.140
100 H 7.87672 -6.42471 87.89835  C94 1.026
101 C 12.91514 -4.31708 81.48553  N102 1.471, H105 1.325, H106 1.159, H107 1.145
102 N 11.49130 -4.24679 81.84930  C101 1.471, O103 1.216, O104 1.222
103 O 11.24906 -3.51048 82.78611  N102 1.216
104 O 10.63368 -4.92034 81.29711  N102 1.222
105 H 13.43404 -4.69827 82.64333  C101 1.325
106 H 13.37790 -3.26552 81.32931  C101 1.159
107 H 12.80244 -5.03310 80.59969  C101 1.145

Its charge is +1. The multiplicity is 1. The calculated total energy comes out at -68405.8192 eV. The energy above the lowest of the compared OMol25 structures with the same formula, charge and spin is 0.00 kcal/mol.

Results of the Mulliken charge analysis, in e, for atoms 1 through 8: atom 1 (C): -1.415, atom 2 (C): 1.781, atom 3 (C): -1.310, atom 4 (C): -0.439, atom 5 (C): 0.212, atom 6 (C): 2.286, atom 7 (N): 1.383, atom 8 (O): 0.032

| no. | maximum force (eV/A) |
| --- | --- |
| 1 | 2.0 |
| 2 | 10.6 |